# 1
Computed, not measured: a cluster of 2 separate species, BH3OS in total, with wB97M-V/def2-TZVPD.

Last column: natural (NBO) charge in e.
Atoms and positions in Å:
B  0.0917  0.1625  0.0770  0.6990
O  -0.3799  1.3660  -0.0692  -0.9366
S  1.6904  -0.5135  -0.0417  -0.1827
H  -1.4056  -1.1610  -0.3444  -0.2986
H  -1.2694  1.7961  0.0272  0.5554
H  1.2728  -1.6501  0.3511  0.1635

Its orbital gap is 9.001 eV. The molar mass is 61.90 g mol⁻¹. As for the multiplicity: 1. The HOMO energy is -0.3166 Eh. As for the charge: 0. The relative energy (zero: lowest compared OMol25 entry of this formula, charge and spin) comes out at 270.2 kJ/mol. Its LUMO energy is 0.39 eV. The calculation puts the max |F| at 4.92 eV Å⁻¹.

# 2
Computed, not measured: a cluster of 2 separate species, C3H3N in total, with wB97M-V/def2-TZVPD.

Last column: natural (NBO) charge in e.
Atoms and positions in Å:
C  -1.4985  0.4856  -0.1805  -0.2392
C  -1.3210  -0.6619  0.1159  -0.2398
C  1.5804  -0.3166  -0.9438  0.2992
N  1.8531  0.1740  0.0741  -0.7424
H  -1.4034  1.6103  -0.0586  0.2475
H  -1.3376  -1.7084  -0.0057  0.2312
H  2.1271  0.4171  0.9986  0.4437

Its orbital gap is 11.637 eV. The molar mass is 53.06 g mol⁻¹. As for the multiplicity: 1. The HOMO energy is -0.3836 Eh. As for the charge: 0. The relative energy (zero: lowest compared OMol25 entry of this formula, charge and spin) comes out at 279.2 kJ/mol. Its LUMO energy is 1.20 eV. The calculation puts the max |F| at 3.36 eV Å⁻¹.

# 3
Computed, not measured: a structure of composition C64H51Cl2N7O3PReS2, with wB97M-V/def2-TZVPD.

Last column: Löwdin spin population.
Atoms and positions in Å:
Re  1.2592  1.2653  1.3060  0.0026
N  -1.3562  -0.7832  2.5868  -0.0007
C  -0.5653  -0.1902  3.6334  0.0008
N  -0.8623  -0.5909  4.8233  0.0004
C  -0.2160  0.0159  5.8470  0.0007
N  -0.4998  -0.3358  7.0807  0.0011
N  0.7103  0.9620  5.6282  0.0006
C  0.9835  1.2628  4.3906  0.0014
N  0.3657  0.7272  3.2891  0.0000
C  2.0124  2.2480  4.0985  0.0016
C  2.6877  2.9437  5.0919  0.0001
C  3.6312  3.8899  4.7350  0.0015
C  3.8194  4.1435  3.3844  -0.0003
C  3.1201  3.3992  2.4550  0.0012
N  2.2562  2.4259  2.7814  0.0023
H  -1.8397  -1.6071  2.9653  -0.0003
H  -0.6837  -1.0486  1.7996  0.0006
H  -1.1991  -1.0397  7.2581  0.0000
H  -0.0495  0.1363  7.8492  0.0000
H  2.4584  2.7269  6.1248  0.0000
H  4.1948  4.4269  5.4844  0.0001
H  4.5143  4.8964  3.0422  0.0000
H  3.2742  3.5756  1.4030  -0.0001
Cl  0.5795  0.8836  -3.6651  0.0001
C  0.0581  2.1736  -2.6642  -0.0007
C  -0.5332  3.3156  -3.2136  0.0009
C  -0.9136  4.3695  -2.4195  -0.0023
Cl  -1.6060  5.7690  -3.1332  -0.0005
C  -0.7368  4.3084  -1.0128  0.0002
C  -1.0935  5.3229  -0.1053  -0.0056
C  -0.8980  5.1176  1.2410  0.0003
C  -0.3006  3.9384  1.6864  -0.0045
N  0.0987  2.9848  0.8552  0.0027
C  -0.1437  3.1421  -0.4805  0.0039
C  0.2537  2.0634  -1.2954  0.0073
O  0.8091  1.0230  -0.7095  -0.0045
H  -0.6901  3.3770  -4.2815  0.0001
H  -1.5269  6.2423  -0.4735  -0.0003
H  -1.1994  5.8616  1.9634  0.0002
H  -0.1608  3.7619  2.7451  -0.0001
C  -8.2269  2.2497  0.1614  0.0170
C  -6.8037  1.8296  0.0094  0.0870
C  -5.7568  2.7551  0.0342  0.0090
C  -4.4424  2.3528  -0.0971  0.0537
C  -4.1568  1.0023  -0.2878  0.0772
C  -5.1876  0.0590  -0.3056  0.0535
C  -6.4900  0.4731  -0.1455  0.0009
S  -2.5065  0.4748  -0.5294  0.4111
O  -2.2701  0.1537  2.1554  0.1010
C  -2.7317  -0.5070  -2.0103  0.0533
C  -3.1691  0.2009  -3.1518  0.0269
C  -3.1224  -0.3970  -4.3748  -0.0035
C  -2.6226  -1.7111  -4.5157  0.0116
C  -2.4629  -2.3098  -5.7830  -0.0038
C  -1.9978  -3.5906  -5.9012  0.0126
C  -1.7072  -4.3462  -4.7506  -0.0007
C  -1.8481  -3.7948  -3.5059  0.0068
C  -2.2813  -2.4565  -3.3551  0.0047
C  -2.3710  -1.8351  -2.0768  0.0254
C  -2.2221  -2.6736  -0.8485  0.0112
C  -3.3602  -3.4540  -0.4711  0.0003
C  -4.5632  -3.4285  -1.2171  0.0013
C  -5.6395  -4.1810  -0.8345  0.0002
C  -5.5691  -5.0108  0.2983  0.0009
C  -4.4178  -5.0685  1.0331  0.0006
C  -3.2959  -4.2896  0.6774  0.0003
C  -2.1068  -4.3222  1.4393  0.0011
C  -1.0365  -3.5576  1.0940  0.0002
C  -1.0893  -2.7354  -0.0538  0.0076
S  0.3906  -1.7995  -0.4747  0.0015
O  0.6889  -1.1133  0.9002  0.0045
C  1.5638  -3.1554  -0.4441  0.0002
C  2.2151  -3.5109  0.7266  0.0000
C  3.1723  -4.5092  0.6962  0.0000
C  3.5135  -5.1453  -0.4982  0.0000
C  4.5691  -6.2055  -0.5189  0.0000
C  2.8374  -4.7721  -1.6604  0.0000
C  1.8694  -3.7831  -1.6425  0.0001
H  -8.3608  3.3193  0.0208  0.0002
H  -8.5797  1.9913  1.1626  0.0070
H  -8.8650  1.7122  -0.5391  0.0039
H  -5.9787  3.8071  0.1513  -0.0010
H  -3.6353  3.0745  -0.0779  0.0021
H  -4.9630  -0.9912  -0.4210  0.0006
H  -7.2863  -0.2597  -0.1416  -0.0012
H  -3.5195  1.2177  -3.0393  0.0000
H  -3.4494  0.1394  -5.2560  0.0003
H  -2.7116  -1.7324  -6.6631  -0.0004
H  -1.8599  -4.0364  -6.8761  0.0007
H  -1.3704  -5.3682  -4.8556  -0.0002
H  -1.6300  -4.3792  -2.6207  0.0003
H  -4.6224  -2.8178  -2.1084  0.0001
H  -6.5495  -4.1547  -1.4175  0.0000
H  -6.4245  -5.6121  0.5716  0.0000
H  -4.3550  -5.7167  1.8968  0.0000
H  -2.0501  -4.9792  2.2968  0.0000
H  -0.1248  -3.5930  1.6732  0.0000
H  1.9940  -2.9928  1.6501  0.0000
H  3.6657  -4.7985  1.6145  0.0000
H  5.2603  -6.0905  0.3133  0.0000
H  5.1342  -6.1892  -1.4485  0.0000
H  4.1072  -7.1909  -0.4359  0.0000
H  3.0733  -5.2611  -2.5957  0.0000
H  1.3497  -3.4903  -2.5476  0.0000
C  3.6853  -0.5929  -0.5044  0.0014
P  3.3680  1.1139  0.0136  0.0004
C  3.4792  2.0926  -1.5060  -0.0011
C  3.1470  3.4478  -1.4466  -0.0001
C  3.1627  4.2262  -2.5903  0.0001
C  3.5203  3.6622  -3.8063  0.0000
C  3.8723  2.3222  -3.8697  0.0000
C  3.8501  1.5363  -2.7273  -0.0002
C  4.8424  1.4751  1.0120  0.0009
C  4.9309  0.8227  2.2438  0.0011
C  6.0472  0.9965  3.0413  0.0001
C  7.0759  1.8279  2.6137  0.0000
C  6.9780  2.4958  1.4025  0.0001
C  5.8593  2.3286  0.5968  0.0000
H  4.6880  -0.6676  -0.9235  0.0002
H  2.9430  -0.8835  -1.2433  0.0000
H  3.6167  -1.2512  0.3587  0.0001
H  2.8662  3.8954  -0.5003  0.0000
H  2.8843  5.2695  -2.5339  0.0000
H  3.5211  4.2702  -4.6995  0.0000
H  4.1613  1.8922  -4.8184  0.0000
H  4.1226  0.4936  -2.8070  0.0000
H  4.1131  0.1812  2.5623  0.0009
H  6.1225  0.4922  3.9947  0.0000
H  7.9574  1.9499  3.2273  0.0000
H  7.7768  3.1514  1.0847  0.0000
H  5.7834  2.8522  -0.3478  0.0000

Its expectation value of S² is 0.781. Its orbital gap (alpha / beta) is 6.205 / 4.530 eV. The molar mass is 1318.38 g mol⁻¹. As for the multiplicity: 2. The HOMO energy (alpha / beta) is -0.5212 / -0.5186 Eh. As for the charge: +3. The relative energy (zero: lowest compared OMol25 entry of this formula, charge and spin) comes out at 258.1 kJ/mol. Its LUMO energy (alpha / beta) is -7.98 / -9.58 eV. The calculation puts the max |F| at 3.18 eV Å⁻¹.

# 4
Computed, not measured: an isolated molecule of C2H3F3, with wB97M-V/def2-TZVPD.

Last column: natural (NBO) charge in e.
Atoms and positions in Å:
F  0.1032  1.5804  0.6145  -0.3507
C  0.6364  0.4361  0.1445  -0.0107
C  -0.4675  -0.5268  -0.2448  0.5410
F  -1.2711  -0.0930  -1.1611  -0.3059
F  -1.3140  -0.8372  0.8499  -0.3643
H  1.1373  0.7799  -0.6689  0.1812
H  1.1728  0.1220  1.0007  0.1880
H  0.0031  -1.4612  -0.5348  0.1215

Its SMILES is FCC(F)F. Its orbital gap is 13.051 eV. The molar mass is 84.04 g mol⁻¹. As for the multiplicity: 1. The HOMO energy is -0.4448 Eh. As for the charge: 0. The relative energy (zero: lowest compared OMol25 entry of this formula, charge and spin) comes out at 131.7 kJ/mol. Its LUMO energy is 0.95 eV. The calculation puts the max |F| at 3.44 eV Å⁻¹.

# 5
Computed, not measured: a structure of composition C30H48BeBrN3P2, with wB97M-V/def2-TZVPD.

Last column: Mulliken charge in e.
Atoms and positions in Å:
N  5.6872  -4.6112  -3.0415  -0.4443
C  4.9677  -5.0490  -2.0037  -0.4259
C  4.1588  -4.2037  -1.2338  -0.5284
C  3.9607  -2.8417  -1.6138  0.4283
C  4.8369  -2.3918  -2.6544  -0.0596
C  5.6299  -3.3120  -3.3565  -0.5345
C  2.8888  -2.0195  -1.0884  -1.7351
Be  1.1791  -0.4889  -0.7392  -1.3920
P  -1.6689  0.3980  -1.6316  1.0653
C  2.2172  -1.0361  -1.9155  2.0405
C  1.3678  -1.5144  -3.0713  -0.2479
C  1.5492  -0.9935  -4.3628  -0.3846
C  0.7028  -1.3889  -5.4072  -0.8594
C  -0.3497  -2.3001  -5.1450  -0.1115
C  -0.3875  -2.9775  -3.9078  -0.9742
C  0.4027  -2.5002  -2.8551  -0.0860
Br  -1.5931  -2.6859  -6.4164  -0.0969
H  2.6551  -2.1584  -0.0246  0.3756
H  2.8765  -0.2275  -2.2438  1.5089
H  3.6633  -4.6226  -0.3632  0.4438
H  4.9320  -1.3364  -2.9118  0.3762
H  5.0404  -6.1247  -1.7916  0.3848
H  6.2420  -2.9997  -4.2224  0.3700
H  2.4082  -0.3334  -4.5464  0.4174
H  0.2876  -2.9418  -1.8527  0.5096
H  0.8561  -0.9656  -6.4038  0.4858
H  -1.0488  -3.8264  -3.7341  0.5108
P  1.9529  1.5673  -0.3911  1.3209
C  -3.4508  -0.2858  -1.8019  -0.7041
C  -4.4572  0.3050  -2.7950  -1.4105
H  -3.8977  -0.2383  -0.7969  0.3091
H  -3.3216  -1.3540  -2.0339  0.6812
H  -5.3214  -0.3679  -2.8639  0.4372
H  -4.8538  1.2730  -2.4637  0.2504
H  -4.0446  0.4449  -3.8007  0.2886
C  -1.6779  1.5710  -3.0993  -0.6631
C  -2.4086  2.9168  -3.0535  -1.7013
H  -2.0702  0.9892  -3.9467  0.9367
H  -0.6185  1.7453  -3.3419  0.2850
H  -2.1223  3.4914  -3.9464  0.4681
H  -3.5028  2.8121  -3.1149  0.2855
H  -2.1349  3.5383  -2.1893  0.2597
C  -2.0102  1.5236  -0.1729  -0.0137
C  -3.3926  2.1481  0.0086  -1.5433
H  -1.2402  2.3060  -0.2015  -0.0978
H  -1.7825  0.8941  0.6982  0.1779
H  -3.3108  2.9518  0.7484  0.4084
H  -3.7810  2.5998  -0.9064  0.2381
H  -4.1382  1.4361  0.3833  0.3928
C  1.3158  2.5336  1.0555  -0.6353
C  2.2145  3.5487  1.7781  -1.5083
H  0.9349  1.8006  1.7827  0.4915
H  0.4427  3.0746  0.6524  0.5258
H  2.9564  3.0661  2.4331  0.3106
H  2.7422  4.2301  1.0966  0.3138
H  1.5564  4.1616  2.4112  0.4587
C  1.3979  2.6882  -1.7257  -0.0809
C  2.0457  2.5392  -3.0979  -1.4971
H  1.5495  3.7062  -1.3305  0.6859
H  0.3155  2.5176  -1.8165  -0.6973
H  3.1237  2.7306  -3.0785  0.3887
H  1.8828  1.5490  -3.5462  0.2770
H  1.6025  3.2843  -3.7724  0.4532
C  3.7584  1.8918  -0.4108  -0.9463
C  4.5426  0.9374  0.4858  -1.0496
H  3.8943  2.9443  -0.1083  0.6048
H  4.1094  1.7898  -1.4500  0.3893
H  5.6167  1.1268  0.3530  0.4992
H  4.3146  1.0905  1.5480  0.1662
H  4.3561  -0.1192  0.2373  0.0282
C  -2.5742  -2.4090  1.7704  -1.2556
C  -1.1791  -1.9413  1.7198  0.8687
C  -0.2424  -1.6163  2.6954  -1.3252
C  0.9140  -1.2112  2.0493  0.8567
N  0.6728  -1.2054  0.7007  0.5953
N  -0.5745  -1.7383  0.5460  0.1685
C  2.1553  -0.7784  2.7091  -0.9435
H  -2.6455  -3.4897  1.9490  0.3396
H  -3.1175  -1.9060  2.5738  0.3878
H  -3.1084  -2.2044  0.8338  0.2102
H  -0.4194  -1.6156  3.7556  0.5455
H  -1.0375  -1.7977  -0.3687  -0.0205
H  2.2416  0.3186  2.7294  0.0422
H  2.1451  -1.1290  3.7480  0.4756
H  3.0564  -1.1746  2.2248  0.2343

Its orbital gap (alpha / beta) is 4.797 / 4.796 eV. The molar mass is 601.60 g mol⁻¹. As for the multiplicity: 1. The HOMO energy (alpha / beta) is -0.4899 / -0.4899 Eh. As for the charge: +2. The relative energy (zero: lowest compared OMol25 entry of this formula, charge and spin) comes out at 156.3 kJ/mol. Its LUMO energy (alpha / beta) is -8.53 / -8.53 eV. The calculation puts the max |F| at 3.58 eV Å⁻¹.

# 6
Computed, not measured: a cluster of 2 separate species, C7H18O3PS2 in total, with wB97M-V/def2-TZVPD.

Last column: natural (NBO) charge in e.
Atoms and positions in Å:
C  1.8222  -1.6762  2.4164  -0.6117
C  1.1406  -0.7743  1.3942  -0.7411
P  -0.6752  -0.7893  1.2023  0.8382
C  -1.3690  -0.6294  2.8999  -0.7438
C  -2.3989  0.5090  2.9602  -0.6179
S  -1.1083  -2.8637  0.6431  0.1657
S  -0.5056  -4.3996  1.9696  -0.0347
H  1.3854  -1.5756  3.4098  0.2181
H  2.8743  -1.4042  2.4918  0.2473
H  1.7786  -2.7240  2.1254  0.2055
H  1.5707  -0.8905  0.3963  0.2606
H  1.2873  0.2836  1.6541  0.2638
H  -1.8221  -1.5786  3.1969  0.2419
H  -0.5466  -0.4599  3.5960  0.2505
H  -2.9690  0.5984  2.0341  0.2187
H  -1.9158  1.4678  3.1411  0.2307
H  -3.1081  0.3328  3.7669  0.2390
H  -2.3950  -2.7860  1.0245  0.1975
H  -1.7645  -4.8013  2.2105  0.1686
C  -0.4672  0.4744  -2.2976  -0.2522
O  0.6477  0.7285  -3.1467  -0.5009
C  0.7464  2.0108  -3.5335  0.9762
O  -0.0004  2.8886  -3.1907  -0.6380
O  1.7895  2.1239  -4.3380  -0.4858
C  2.0097  3.4520  -4.8456  -0.2569
H  -0.4130  -0.5868  -2.0637  0.1735
H  -0.4066  1.0758  -1.3907  0.1840
H  -1.4058  0.6956  -2.8037  0.2044
H  2.1854  4.1436  -4.0246  0.1956
H  1.1469  3.7812  -5.4199  0.1989
H  2.8865  3.3736  -5.4785  0.2043

Its orbital gap is 8.077 eV. The molar mass is 245.33 g mol⁻¹. As for the multiplicity: 1. The HOMO energy is -0.4787 Eh. As for the charge: +1. Its LUMO energy is -4.95 eV. The calculation puts the max |F| at 0.38 eV Å⁻¹.